Computed, not measured: a 2-piece molecular cluster, C2H3ClN2 overall in a non-equilibrium geometry, with wB97M-V/def2-TZVPD.

```
8
Properties=species:S:1:pos:R:3:forces:R:3:lowdin_charge:R:1
C 1.588 0.919 0.910 0.639 0.320 -0.042 -0.463
C -1.735 -0.433 -0.528 -0.067 0.073 0.292 0.081
N 1.712 1.883 1.550 0.140 0.829 0.358 0.195
N 1.302 -0.195 0.367 -0.791 -1.720 -0.548 -0.384
Cl 2.304 -0.929 -0.760 0.049 0.579 0.269 0.656
H -1.989 0.139 -1.395 -0.032 0.108 -0.331 -0.023
H -2.209 -0.200 0.408 -0.062 0.012 0.116 -0.018
H -0.973 -1.184 -0.552 0.124 -0.201 -0.114 -0.044
```
Positions in Å, forces in eV/Å.

orbital gap (spin up / spin down) = 0.394 / 0.220 Ha
HOMO (spin up / spin down) = -0.3980 / -0.3263 hartree
LUMO energy (spin up / spin down) = -0.004 / -0.106 hartree
total charge = 0

Computed, not measured: a 2-piece molecular cluster, C2H3ClN2O4S overall in a non-equilibrium geometry, with wB97M-V/def2-TZVPD.

```
13
Properties=species:S:1:pos:R:3:forces:R:3:lowdin_charge:R:1
C 1.808 -1.022 -0.017 1.415 1.337 1.644 -0.250
C -0.759 -0.290 0.177 0.971 -0.244 0.734 -0.387
N -1.206 -1.474 -0.422 2.087 2.034 -1.523 -0.438
N -1.573 0.851 0.367 0.896 -0.916 1.287 -0.408
O -0.414 -2.269 -0.883 1.884 -1.651 0.486 0.020
O -2.323 -1.475 -0.744 -5.052 -0.583 -0.261 0.133
O -2.750 0.920 0.193 -0.501 0.179 -0.478 0.135
O -0.870 1.726 0.888 -0.324 1.497 0.184 -0.121
S 0.824 -0.039 0.791 -0.809 -0.875 -0.703 1.100
Cl 1.631 2.680 -0.584 0.400 0.202 -0.792 0.352
H 2.833 -0.839 0.460 -1.255 -0.969 -1.292 0.069
H 1.339 2.839 0.633 -0.259 0.164 0.573 -0.243
H 1.461 -1.608 -0.858 0.547 -0.176 0.140 0.037
```
Positions in Å, forces in eV/Å.

orbital gap (spin up / spin down) = 0.290 / 0.290 Ha
HOMO (spin up / spin down) = -0.3583 / -0.3583 hartree
LUMO energy (spin up / spin down) = -0.069 / -0.069 hartree
total charge = 0

Computed, not measured: an isolated ion of composition C2H3ClNO2 and charge -1 in a non-equilibrium geometry, with wB97M-V/def2-TZVPD.

```
9
Properties=species:S:1:pos:R:3:forces:R:3:lowdin_charge:R:1
O -2.362 -0.566 -0.592 -1.656 -0.943 0.105 -0.071
C -1.312 0.061 -0.623 0.804 1.113 -0.671 -0.901
O -1.089 1.190 -1.096 0.669 0.287 0.057 -0.092
N -0.235 -0.712 -0.006 2.384 1.706 1.652 -0.011
C 1.230 0.230 0.500 -5.556 -1.268 -2.730 -0.561
Cl 2.333 -0.137 -0.786 0.744 0.264 -0.240 0.496
H -0.758 -0.935 0.851 0.870 -0.395 0.040 0.060
H 0.773 1.268 0.419 1.166 -1.269 0.633 0.068
H 1.420 -0.398 1.333 0.575 0.505 1.155 0.013
```
Positions in Å, forces in eV/Å.

structure (SMILES) = O=C([O-])NCCl
orbital gap = 0.284 Ha
HOMO = -0.1487 hartree
LUMO energy = 0.135 hartree
total charge = -1

Computed, not measured: a 2-piece molecular cluster, C2H3ClNOP overall in a non-equilibrium geometry, with wB97M-V/def2-TZVPD.

```
9
Properties=species:S:1:pos:R:3:forces:R:3:lowdin_charge:R:1
C -2.576 1.229 2.424 0.127 0.093 -1.613 -0.398
C 0.373 0.293 0.126 -0.717 2.231 0.473 0.072
N -2.280 0.721 3.409 -0.005 -0.106 0.418 0.090
O -4.198 1.898 0.375 -3.476 -0.168 -1.260 -0.385
P -2.808 1.852 0.669 3.484 0.307 2.769 0.379
Cl -2.009 3.707 1.025 0.111 -0.275 -0.363 0.279
H 0.270 1.255 0.758 0.391 -1.888 -1.168 0.003
H 0.124 -0.659 0.542 -0.008 -0.308 0.346 -0.026
H 0.489 0.364 -0.955 0.093 0.114 0.398 -0.015
```
Positions in Å, forces in eV/Å.

orbital gap (spin up / spin down) = 0.368 / 0.229 Ha
HOMO (spin up / spin down) = -0.3930 / -0.3533 hartree
LUMO energy (spin up / spin down) = -0.025 / -0.125 hartree
total charge = 0

Computed, not measured: C2H3ClNZr as an isolated structure in a non-equilibrium geometry, with wB97M-V/def2-TZVPD.

```
8
Properties=species:S:1:pos:R:3:forces:R:3:lowdin_charge:R:1
Zr -3.153 0.067 -3.882 2.940 1.136 3.048 2.010
Cl -1.452 0.678 -2.109 -3.282 -1.091 -3.452 0.176
C 0.610 -0.072 0.499 0.214 0.021 3.166 0.017
C 0.947 -0.158 1.979 -1.724 0.642 -6.358 0.042
N 1.235 -0.231 3.100 0.911 -0.265 3.567 0.430
H 1.542 -0.381 0.027 0.855 -0.321 -0.521 0.146
H 0.388 0.937 0.153 0.141 0.117 0.422 0.082
H -0.117 -0.840 0.234 -0.057 -0.239 0.128 0.096
```
Positions in Å, forces in eV/Å.

orbital gap = 0.074 Ha
HOMO = -0.7976 hartree
LUMO energy = -0.724 hartree
total charge = +3

Computed, not measured: a 2-piece molecular cluster, C2H3ClO2P overall in a non-equilibrium geometry, with wB97M-V/def2-TZVPD.

```
9
Properties=species:S:1:pos:R:3:forces:R:3:lowdin_charge:R:1
C -1.728 0.614 0.166 1.223 -1.266 -3.212 -0.668
C 0.168 -0.450 -0.508 -0.720 0.588 -0.740 -1.045
O -1.769 0.737 1.306 0.371 0.295 3.897 0.092
O -2.193 0.728 -0.904 -1.308 0.634 -1.657 0.046
P 1.486 0.738 -0.127 -2.070 0.694 -0.381 0.625
Cl 0.350 -1.993 0.348 0.199 -0.796 0.837 0.328
H 0.220 -0.810 -1.547 -0.403 0.699 0.069 -0.035
H 2.395 -0.206 0.066 2.392 -1.407 0.411 -0.211
H 1.072 0.641 1.200 0.316 0.559 0.778 -0.133
```
Positions in Å, forces in eV/Å.

orbital gap = 0.254 Ha
HOMO = -0.1080 hartree
LUMO energy = 0.146 hartree
total charge = -1

Computed, not measured: one molecule with the formula C2H3ClO2S in a non-equilibrium geometry, with wB97M-V/def2-TZVPD.

```
9
Properties=species:S:1:pos:R:3:forces:R:3:lowdin_charge:R:1
C -0.157 0.084 0.430 -0.285 -1.053 1.701 -0.022
C -0.291 0.088 -0.875 -1.206 2.629 1.031 -0.280
S -1.324 1.452 -1.445 2.105 3.018 -0.482 0.391
O -1.182 1.538 -2.912 -0.443 0.040 2.827 -0.376
O -1.099 2.648 -0.549 -1.069 -3.321 -2.644 -0.389
Cl -3.135 0.668 -1.043 -0.487 0.132 0.014 0.405
H 0.309 -0.835 0.963 -0.520 2.128 -0.732 0.113
H -0.694 0.957 0.960 1.068 -1.852 -0.334 0.098
H 0.156 -0.336 -1.698 0.836 -1.721 -1.383 0.060
```
Positions in Å, forces in eV/Å.

structure (SMILES) = C=CS(=O)(=O)Cl
orbital gap = 0.406 Ha
HOMO = -0.4116 hartree
LUMO energy = -0.005 hartree
total charge = 0

Computed, not measured: one molecule with the formula C2H3ClS in a non-equilibrium geometry, with wB97M-V/def2-TZVPD.

```
7
Properties=species:S:1:pos:R:3:forces:R:3:lowdin_charge:R:1
C -0.979 -1.249 0.625 3.595 0.301 -0.859 -0.044
C 0.104 -0.721 0.117 0.600 -0.814 -0.335 -0.548
S 0.732 1.902 -2.876 -0.092 0.596 -0.219 0.204
Cl 0.898 0.220 -0.964 -0.015 -0.110 0.272 0.601
H -0.775 -2.187 1.059 -0.609 -0.913 0.978 0.053
H -1.803 -0.672 0.578 -3.432 1.133 0.038 0.025
H 0.691 1.047 -3.909 -0.047 -0.192 0.125 -0.290
```
Positions in Å, forces in eV/Å.

orbital gap (spin up / spin down) = 0.245 / 0.333 Ha
HOMO (spin up / spin down) = -0.3088 / -0.3453 hartree
LUMO energy (spin up / spin down) = -0.064 / -0.012 hartree
total charge = 0

Computed, not measured: one molecule with the formula C2H3ClSi in a non-equilibrium geometry, with wB97M-V/def2-TZVPD.

```
7
Properties=species:S:1:pos:R:3:forces:R:3:lowdin_charge:R:1
C -1.545 -1.261 -0.003 5.044 5.351 0.214 0.068
C -0.679 -0.373 0.043 -2.567 -2.622 0.067 -0.283
Si 0.665 0.872 0.009 -0.237 -1.993 1.664 0.169
Cl 2.487 -0.059 0.032 0.432 -0.256 0.500 0.225
H -2.143 -2.049 0.039 -2.438 -2.814 0.022 -0.030
H 0.515 1.695 1.195 0.046 0.591 -0.068 -0.053
H 0.700 1.175 -1.315 -0.280 1.743 -2.399 -0.095
```
Positions in Å, forces in eV/Å.

structure (SMILES) = C#C[SiH2]Cl
orbital gap = 0.412 Ha
HOMO = -0.3882 hartree
LUMO energy = 0.023 hartree
total charge = 0

Computed, not measured: C2H3CrLiO as an isolated structure in a non-equilibrium geometry, with wB97M-V/def2-TZVPD.

```
8
Properties=species:S:1:pos:R:3:forces:R:3:lowdin_charge:R:1
O 1.326 0.496 0.101 1.329 0.890 -2.558 -0.379
C 1.177 0.470 -1.163 1.175 -1.540 2.404 -0.068
Li 0.328 0.736 1.414 -1.102 0.013 0.952 0.721
Cr 0.614 -1.508 -0.362 -1.178 1.806 -0.621 0.903
H 1.727 1.291 -1.679 -0.734 -0.197 -0.185 0.083
C -1.237 -0.535 0.472 -0.558 -1.228 0.397 -0.157
H -2.083 -1.232 0.318 0.418 -0.048 -0.211 -0.054
H -1.853 0.282 0.899 0.651 0.304 -0.178 -0.049
```
Positions in Å, forces in eV/Å.

orbital gap (spin up / spin down) = 0.258 / 0.331 Ha
HOMO (spin up / spin down) = -0.4531 / -0.5149 hartree
LUMO energy (spin up / spin down) = -0.195 / -0.184 hartree
spin multiplicity = 6
total charge = +1

Per-record ΔE to the lowest compared entry with this formula, charge and spin, kcal/mol: 128.0, 38.0, 27.6, 89.8, 9.1, 96.8, 37.7, 99.1, 9.0, 6.6